P) DFT (ωB97M-V/def2-TZVPD) results for 2 unconnected molecules or ions with the total composition C2H10NO.

Values from the calculation:
HOMO energy   -16.3 eV
Total charge   +1
HOMO-LUMO gap   12.76 eV

Geometry as XYZ:
```
14
Properties=species:S:1:pos:R:3:mulliken_charge:R:1
O 0.0329 0.5700 2.4418 -0.6947
N -0.7894 -0.4028 -0.0376 -0.2494
C 0.4844 -0.4149 -2.1031 -1.0568
C 0.2450 0.2748 -0.7837 -0.3848
H -0.2561 -1.3383 -0.0635 0.3938
H 0.7436 -1.5065 -1.9392 0.3682
H -0.2324 -0.4022 -2.9281 0.3497
H 1.1491 0.2432 -0.1133 0.2884
H -0.0900 1.3720 -0.8628 0.3649
H -1.6820 -0.4049 -0.4888 0.3317
H 1.4396 0.0232 -2.4634 0.3001
H 0.0485 1.3008 3.1312 0.3429
H -0.9825 -0.1017 0.9538 0.3029
H 0.7474 -0.0850 2.8235 0.3431
```


Q) DFT (ωB97M-V/def2-TZVPD) results for 2 unconnected molecules or ions with the total composition C2H10NO.

Values from the calculation:
HOMO energy   -14.4 eV
Total charge   +1
HOMO-LUMO gap   10.64 eV

Geometry as XYZ:
```
14
Properties=species:S:1:pos:R:3:mulliken_charge:R:1
O -0.2839 -0.4798 1.8709 -0.5127
N 0.0522 0.5720 -1.2020 -0.2984
C -0.8943 -1.7030 1.4149 -0.4926
C 1.1446 1.6122 -1.3129 -0.7316
H -0.6413 -0.3333 2.7533 0.3101
H 1.9808 1.2945 -0.6988 0.3089
H -0.2924 0.3066 -2.1256 0.3755
H -1.9775 -1.6208 1.4336 0.2818
H -0.5986 -2.5470 2.0463 0.2917
H 1.4841 1.6622 -2.3339 0.3325
H 0.7961 2.5376 -0.8752 0.3273
H -0.4902 -1.8847 0.4247 0.1390
H -0.7061 0.8739 -0.5910 0.3739
H 0.4265 -0.2905 -0.8042 0.2947
```


P) comes first in stability; the runner-up is 6.1 kcal/mol higher.


P) DFT (ωB97M-V/def2-TZVPD) results for 2 unconnected molecules or ions with the total composition C2H10NO.

Values from the calculation:
HOMO energy   -14.6 eV
Total charge   +1
HOMO-LUMO gap   10.83 eV

Geometry as XYZ:
```
14
Properties=species:S:1:pos:R:3:mulliken_charge:R:1
O -0.2493 1.6634 -0.2588 -0.6365
N -0.0448 -1.3447 0.3167 -0.3444
C 0.8571 -1.3791 1.5331 -0.7000
C -0.5684 1.7498 -1.6457 -0.3610
H -0.6275 2.3891 0.3827 0.3349
H 1.1787 -2.4998 1.8524 0.3188
H -0.4595 0.7113 -1.7602 0.1183
H 0.5257 -0.7952 2.3407 0.3271
H 1.9238 -1.0460 1.2065 0.3272
H -1.7736 2.0004 -1.6529 0.2837
H 0.1476 -1.7878 -0.6318 0.4198
H -0.1703 -0.2719 0.1461 0.2743
H 0.3116 2.3369 -2.2755 0.2318
H -1.0512 -1.7263 0.4467 0.4062
```


Q) DFT (ωB97M-V/def2-TZVPD) results for 2 unconnected molecules or ions with the total composition C2H10NO.

Values from the calculation:
HOMO energy   -15.4 eV
Total charge   +1
HOMO-LUMO gap   11.65 eV

Geometry as XYZ:
```
14
Properties=species:S:1:pos:R:3:mulliken_charge:R:1
O 0.9801 -0.5230 -0.6438 -0.6198
N 0.7163 -0.0967 1.9574 -0.4671
C -0.0868 -0.1181 -1.5292 -0.0580
C -1.1897 0.5981 -0.7645 -1.1626
H -0.8633 1.5836 -0.4279 0.2905
H 0.4575 -0.9119 2.5169 0.3717
H 0.8302 -0.3427 0.9081 0.2770
H -0.4883 -0.9744 -2.0542 0.3377
H -2.0634 0.7363 -1.3833 0.3537
H 0.3685 0.5638 -2.2556 0.2585
H 0.0271 0.6370 2.1009 0.3834
H -1.5060 0.0325 0.1152 0.3017
H 1.1969 -1.4548 -0.8114 0.3383
H 1.6208 0.2703 2.2714 0.3952
```


R) DFT (ωB97M-V/def2-TZVPD) results for 2 unconnected molecules or ions with the total composition C2H10NO.

Values from the calculation:
HOMO energy   -16.1 eV
Total charge   +1
HOMO-LUMO gap   12.66 eV

Geometry as XYZ:
```
14
Properties=species:S:1:pos:R:3:mulliken_charge:R:1
O 2.1677 -1.7611 -1.2575 -0.6149
N 0.3107 -0.2075 0.1929 -0.2996
C -1.0996 0.3051 -0.0680 -0.2883
C -1.4510 1.4421 0.8901 -1.1146
H -1.0232 0.6294 -1.0997 0.2835
H 3.1025 -1.6104 -1.3341 0.3195
H 0.8949 0.0269 -0.6082 0.3666
H -0.7747 2.2504 0.5903 0.3476
H 0.8234 0.3605 0.8724 0.3339
H -1.0981 1.1262 1.8752 0.3184
H -1.8377 -0.4928 -0.0723 0.3602
H 2.0765 -2.6895 -1.4810 0.3127
H 0.3771 -1.1677 0.4909 0.3282
H -2.4686 1.7884 1.0088 0.3468
```


S) DFT (ωB97M-V/def2-TZVPD) results for 2 unconnected molecules or ions with the total composition C2H10NO.

Values from the calculation:
HOMO energy   -16.5 eV
Total charge   +1
HOMO-LUMO gap   13.14 eV

Geometry as XYZ:
```
14
Properties=species:S:1:pos:R:3:mulliken_charge:R:1
O 2.4612 0.0439 0.0095 -0.6933
N -0.3654 -0.3964 -0.0494 -0.1142
C -0.8439 -0.1017 1.3180 -0.7745
C -0.9827 0.3289 -1.1499 -0.8030
H 0.7050 -0.1551 0.0056 0.3763
H -2.0025 -0.2974 1.3118 0.3269
H -0.5568 -0.0577 -2.1744 0.3105
H 2.8924 0.5212 -0.7399 0.3265
H -0.1200 -0.4733 2.0688 0.3005
H -0.9157 1.4552 -1.2086 0.3283
H -2.1507 0.0562 -1.0192 0.3332
H -0.6328 0.9804 1.3401 0.3729
H 3.1407 -0.4968 0.5210 0.3284
H -0.6288 -1.4075 -0.2334 0.3816
```


Q) comes first in stability; the runner-up is 3.0 kcal/mol higher.


P) DFT (ωB97M-V/def2-TZVPD) results for a single C2H9N2OP molecule.

Values from the calculation:
HOMO energy   -9.0 eV
HOMO-LUMO gap   9.89 eV
SMILES   CP(C)(=N)ON

Geometry as XYZ:
```
15
Properties=species:S:1:pos:R:3:mulliken_charge:R:1
P -0.1024 0.5710 -0.1557 1.0745
O 1.5767 0.0060 -0.4988 -0.3333
N 2.4044 0.2098 0.6409 -0.5111
N -0.3862 2.0941 -0.0163 -0.8093
C -0.4347 -0.6026 1.2827 -0.9961
C -0.8241 -0.2046 -1.6775 -1.0676
H 0.1848 2.3806 0.7323 0.2258
H 2.7511 -0.7489 0.7871 0.2365
H -0.1251 -0.3410 -2.5608 0.2988
H -0.7238 -0.0300 2.1685 0.3331
H -1.5396 0.5094 -2.1047 0.3427
H 0.3732 -1.3145 1.4464 0.2778
H 3.0829 0.9592 0.3902 0.2300
H -1.4265 -1.1452 0.9554 0.3431
H -1.1306 -1.1261 -1.3233 0.3552
```


Q) DFT (ωB97M-V/def2-TZVPD) results for 2 unconnected molecules or ions with the total composition C2H9N2OP.

Values from the calculation:
HOMO energy (alpha / beta)   -9.0 / -6.3 eV
HOMO-LUMO gap (alpha / beta)   9.56 / 6.29 eV

Geometry as XYZ:
```
15
Properties=species:S:1:pos:R:3:mulliken_charge:R:1
P 1.1152 -0.5700 -1.2659 0.1373
O 0.7400 -1.7971 -0.2783 -0.2505
N 2.5178 0.0542 -0.5325 -0.4065
N -1.3299 0.9429 -0.0405 -0.4336
C -0.6496 -2.0943 -0.2148 -0.5143
C -0.9722 1.9621 0.9614 -0.7428
H -0.9068 1.4257 1.9207 0.2488
H -1.8856 2.6234 1.0151 0.2829
H -1.1443 -1.0835 0.0631 0.3538
H -0.7759 -3.0292 0.4635 0.1953
H -1.7583 1.1855 -0.9734 0.1482
H -0.0344 2.4759 0.9464 0.2603
H 3.1279 0.5270 -1.1613 0.2372
H 3.0079 -0.2537 0.3512 0.2415
H -1.0519 -2.3689 -1.2545 0.2422
```


P) comes first in stability; the runner-up is 35.7 kcal/mol higher.


P) DFT (ωB97M-V/def2-TZVPD) results for a gas-phase ion, C3H11N2 (charge +1).

Values from the calculation:
HOMO energy   -14.0 eV
Total charge   +1
HOMO-LUMO gap   10.62 eV
SMILES   CNCC[NH3+]

Geometry as XYZ:
```
16
Properties=species:S:1:pos:R:3:mulliken_charge:R:1
N 0.3038 -0.6967 0.7977 -0.4572
N 1.0140 1.3387 -0.7269 -0.2846
C -0.7904 0.3027 0.6682 -0.4572
C 0.0353 -1.9855 0.1480 -0.9178
C -0.4871 1.1704 -0.5780 -0.7032
H 1.4235 1.8940 0.0257 0.3342
H 1.3679 1.6235 -1.6397 0.3532
H -0.9203 -2.3364 0.5433 0.3898
H 0.3235 -0.8231 1.8009 0.2675
H -0.1480 -1.9322 -0.9354 0.2936
H 0.8713 -2.6380 0.3693 0.3087
H -0.7490 0.6436 -1.4894 0.3779
H -0.7724 1.0335 1.4812 0.4506
H 1.2832 0.3414 -0.5898 0.3556
H -1.8031 -0.0787 0.5718 0.3129
H -0.9522 2.1428 -0.4471 0.3760
```


Q) DFT (ωB97M-V/def2-TZVPD) results for 2 unconnected molecules or ions with the total composition C3H11N2.

Values from the calculation:
HOMO energy   -14.6 eV
Total charge   +1
HOMO-LUMO gap   11.62 eV

Geometry as XYZ:
```
16
Properties=species:S:1:pos:R:3:mulliken_charge:R:1
N -0.8876 -0.2701 0.1787 -0.0812
N 1.8755 -0.5196 0.8830 -0.5745
C 2.5098 0.5754 0.7702 -0.2751
C -1.3903 -1.1882 -0.8784 -0.8308
C -1.0502 1.1723 -0.1788 -0.8829
H -2.1095 1.3521 -0.3387 0.4003
H -1.3439 -0.4555 1.0723 0.3843
H -0.6708 1.7874 0.6326 0.3263
H -0.9017 -0.9456 -1.8174 0.3575
H 3.3442 0.7087 0.0808 0.2674
H -2.4614 -1.0446 -0.9968 0.3647
H 2.4461 -1.2883 0.5264 0.2098
H -0.4746 1.3631 -1.0781 0.3633
H 0.1247 -0.4628 0.3626 0.3252
H -1.1940 -2.2144 -0.5782 0.3455
H 2.1837 1.4300 1.3598 0.3001
```


P) comes first in stability; the runner-up is 6.3 kcal/mol higher.


P) DFT (ωB97M-V/def2-TZVPD) results for a gas-phase ion, C3H11N2 (charge +1).

Values from the calculation:
HOMO energy   -13.3 eV
Total charge   +1
HOMO-LUMO gap   9.61 eV
SMILES   C[C@H]([NH3+])CN

Geometry as XYZ:
```
16
Properties=species:S:1:pos:R:3:mulliken_charge:R:1
N -0.2858 1.0118 1.4419 -0.3450
N 0.8509 -1.5927 -0.8852 -0.4989
C -0.4288 0.0457 0.2974 0.0272
C 0.9757 -0.4187 -0.0835 -0.5171
C -1.1141 0.7523 -0.8366 -1.3399
H 1.7396 -2.0183 -1.0963 0.2294
H -0.9478 -0.8173 0.6894 0.3239
H 0.4022 0.6523 2.1124 0.3565
H -1.2192 0.1719 -1.7471 0.3708
H -0.5870 1.6794 -1.0769 0.3911
H -1.0508 1.2302 2.0900 0.3596
H 1.4895 0.4525 -0.5265 0.3074
H -2.1379 1.0575 -0.6202 0.3874
H 1.5381 -0.6745 0.8198 0.3874
H 0.0536 1.9159 1.1089 0.3813
H 0.2601 -1.6074 -1.6990 0.1787
```


Q) DFT (ωB97M-V/def2-TZVPD) results for 2 unconnected molecules or ions with the total composition C3H11N2.

Values from the calculation:
HOMO energy   -14.5 eV
Total charge   +1
HOMO-LUMO gap   9.96 eV

Geometry as XYZ:
```
16
Properties=species:S:1:pos:R:3:mulliken_charge:R:1
N -0.1488 0.3750 -1.2159 -0.3266
N -0.8173 -1.0533 -2.9905 -0.3606
C 0.0522 -0.2221 -2.3831 0.2042
C -0.2134 0.3572 1.7497 -0.6783
C 1.0483 0.0693 2.6202 -0.8223
H -1.8736 -1.1508 -2.7518 0.2848
H -0.0533 1.1220 0.9257 0.1966
H -0.6565 -0.6752 1.3458 0.2459
H 1.7981 -0.7737 2.3242 0.2861
H 0.8939 0.2411 -3.0021 0.2937
H -0.5795 -1.3145 -3.9038 0.2710
H 1.4127 1.1016 2.5977 0.2662
H -1.1281 0.9008 2.3817 0.2899
H 0.7433 0.1313 3.7062 0.2960
H 0.6480 0.5639 -0.6242 0.2546
H -1.1260 0.3273 -0.7800 0.2988
```


P) comes first in stability; the runner-up is 35.2 kcal/mol higher.


P) DFT (ωB97M-V/def2-TZVPD) results for 2 unconnected molecules or ions with the total composition C3H11N2.

Values from the calculation:
HOMO energy   -15.5 eV
Total charge   +1
HOMO-LUMO gap   12.42 eV

Geometry as XYZ:
```
16
Properties=species:S:1:pos:R:3:mulliken_charge:R:1
N 0.9093 0.0608 1.7013 -0.4942
N 0.3205 -0.2073 -0.9625 -0.3578
C -1.0579 -0.8174 -1.2045 -0.1648
C 2.0283 0.6243 1.9792 -0.2150
C -2.0633 0.2999 -1.2558 -1.1960
H -0.9007 -1.4318 -2.0873 0.3329
H 0.5605 -0.3027 2.5856 0.2011
H -1.8609 0.9308 -0.3806 0.3604
H 1.0488 -0.6416 -1.5343 0.3860
H -1.2457 -1.4749 -0.3601 0.2613
H 2.5444 1.0470 1.1283 0.2193
H -3.1023 -0.0139 -1.2708 0.3333
H -1.9825 1.0285 -2.0688 0.3509
H 0.3795 0.7856 -1.1881 0.3720
H 2.3981 0.6059 2.9966 0.2623
H 0.6493 -0.2367 0.0738 0.3484
```


Q) DFT (ωB97M-V/def2-TZVPD) results for a molecular structure, C3H11N2.

Values from the calculation:
HOMO energy   -15.0 eV
Total charge   +1
HOMO-LUMO gap   11.42 eV

Geometry as XYZ:
```
16
Properties=species:S:1:pos:R:3:mulliken_charge:R:1
N 0.2986 0.2191 1.5741 -0.4647
N 0.1401 0.3440 -0.9906 -0.1477
C -0.0938 -1.1473 1.9325 -0.7448
C 1.1140 0.9175 -1.5374 -0.1627
C -1.0869 0.0756 -1.7309 -0.8925
H -0.5336 -1.1517 2.9297 0.3391
H -1.8870 0.7403 -1.4264 0.3209
H 0.0276 0.4955 0.3521 0.4510
H -1.3570 -0.9702 -1.5830 0.2991
H 1.1422 1.0423 -2.6256 0.2369
H 1.2921 0.4198 1.6338 0.3338
H -0.1102 0.9322 2.1689 0.3222
H 2.0551 1.2036 -1.0788 0.2235
H 0.7693 -1.8076 1.9518 0.2962
H -0.9226 0.1994 -2.8069 0.3469
H -0.8479 -1.5126 1.2367 0.2426
```


R) DFT (ωB97M-V/def2-TZVPD) results for a gas-phase ion, C3H11N2 (charge +1).

Values from the calculation:
HOMO energy   -14.2 eV
Total charge   +1
HOMO-LUMO gap   10.85 eV
SMILES   CNCC[NH3+]

Geometry as XYZ:
```
16
Properties=species:S:1:pos:R:3:mulliken_charge:R:1
N -0.7781 0.6720 -1.4851 -0.3024
N -0.4320 -0.4634 0.7327 -0.4159
C 0.5235 1.0669 -0.8727 -0.6586
C 0.3977 0.7141 0.6036 -0.3811
C 0.2391 -1.7221 1.1098 -0.9253
H -1.1038 -0.1026 -0.8033 0.3844
H -0.5193 -2.3895 1.4892 0.3430
H 1.0184 -1.5399 1.8362 0.3422
H 1.4306 0.5405 0.9339 0.2732
H -1.2082 -0.3021 1.3687 0.2541
H -0.0426 1.5649 1.1079 0.3909
H 0.7097 2.1281 -0.9760 0.3492
H 0.6938 -2.1919 0.2303 0.2893
H -1.5324 1.3720 -1.5483 0.3462
H 1.2839 0.4695 -1.3472 0.3460
H -0.6803 0.1835 -2.3795 0.3649
```


R) comes first in stability; the runner-up is 7.2 kcal/mol higher.